(1)
Formula: C3H5BrSi
Source: the OMol25 dataset
Level of theory: the ωB97M-V functional and the def2-TZVPD basis

Results
Energy   -2980.7053 a.u.
Structure (SMILES)   [SiH3]C=C=CBr
Orbital gap   9.214 eV
Maximum force   3.501 eV Å⁻¹
HOMO   -9.46 eV
Multiplicity   1
Relative energy (zero: lowest compared OMol25 entry of this formula, charge and spin)   214.1 kJ/mol

Structure (XYZ):
```
10
Properties=species:S:1:pos:R:3:forces:R:3
C -0.081 -1.094 -1.832 -1.31 -2.69 1.83
C 0.425 -0.522 -0.812 -1.01 -0.20 -1.00
C 0.685 -0.095 0.365 -0.40 1.20 -0.30
Si -0.247 1.290 1.200 2.15 -0.20 1.74
Br -1.090 -2.848 -1.439 0.59 1.26 -0.12
H -0.170 -1.038 -2.840 0.42 0.80 -2.55
H 1.587 -0.511 0.701 1.37 -0.12 1.24
H 0.675 2.510 1.208 -0.69 -0.57 -0.18
H -0.184 0.720 2.580 -0.31 0.45 -0.01
H -1.601 1.590 0.869 -0.79 0.06 -0.65
```
Forces are in eV/Å.

=====

(2)
Formula: C65H140F6N8O4S2
Source: the OMol25 dataset
Level of theory: the ωB97M-V functional and the def2-TZVPD basis

Results
Energy   -4692.9866 a.u.
Net charge   +6
Orbital gap   9.716 eV
Maximum force   3.696 eV Å⁻¹
HOMO   -19.42 eV
Multiplicity   1
Relative energy (zero: lowest compared OMol25 entry of this formula, charge and spin)   119.2 kJ/mol

Structure (XYZ):
```
225
Properties=species:S:1:pos:R:3:forces:R:3
C -1.443 1.859 -0.605 0.05 -1.03 0.31
F -1.971 1.301 0.503 0.39 -0.35 0.26
F -2.516 2.126 -1.352 -0.02 0.73 -0.44
F -0.801 2.945 -0.237 -0.20 0.20 -0.40
S -0.337 0.630 -1.546 -0.28 1.06 1.06
O -1.297 -0.281 -2.099 -0.20 -1.13 0.77
O 0.361 1.395 -2.555 -0.08 -0.36 1.06
N 0.543 0.055 -0.209 -2.44 0.31 -2.62
S 1.941 0.741 -0.396 3.33 1.59 0.12
O 2.660 0.206 -1.553 -0.21 0.15 1.23
O 1.961 2.190 -0.220 -0.02 -1.73 0.10
C 2.837 0.005 1.150 -0.61 1.16 -2.16
F 2.121 0.167 2.252 -0.09 -0.40 0.35
F 3.039 -1.277 0.868 -0.03 -0.73 0.64
F 4.006 0.600 1.289 0.09 0.03 0.15
C 10.198 1.327 -0.906 -1.74 0.13 -0.15
C 9.692 1.033 -2.335 -0.04 -0.20 -0.18
C 8.196 0.732 -2.484 -0.05 -0.86 0.46
N 7.738 0.276 -3.879 1.28 0.08 -0.39
C 7.821 1.407 -4.895 -0.17 0.58 0.66
C 6.785 2.503 -4.623 0.58 -0.52 -1.21
C 5.386 1.912 -4.411 0.37 1.89 -0.53
C 5.302 0.756 -3.429 -0.04 0.04 -0.14
C 6.334 -0.320 -3.846 -0.58 0.34 0.52
C 8.707 -0.793 -4.373 -1.45 -0.33 0.51
H 9.587 0.819 -0.156 0.20 -0.45 -0.05
H 9.989 2.373 -0.687 0.83 0.13 0.11
H 11.224 0.978 -0.846 0.08 0.57 0.31
H 10.309 0.188 -2.635 -0.20 0.11 -0.55
H 9.873 1.919 -2.945 0.50 -0.22 -0.19
H 7.635 1.600 -2.145 -0.28 -0.11 -0.31
H 7.900 -0.143 -1.902 0.12 0.21 0.47
H 8.802 1.883 -4.909 0.25 -0.54 0.38
H 7.729 0.901 -5.855 -0.47 0.28 -0.11
H 7.043 3.313 -3.938 0.36 -0.81 0.87
H 6.887 3.112 -5.528 -0.74 -0.23 -0.35
H 4.867 2.816 -4.085 -0.77 -0.52 0.29
H 4.987 1.688 -5.402 -0.12 -0.43 0.11
H 5.368 1.125 -2.405 0.63 -0.16 0.05
H 4.272 0.396 -3.423 0.15 -0.50 -0.29
H 6.359 -1.256 -3.284 0.23 0.47 0.87
H 6.020 -0.754 -4.798 0.60 0.77 -0.62
H 8.196 -1.213 -5.237 0.68 0.20 -0.46
H 8.722 -1.614 -3.655 0.19 0.22 0.27
H 9.699 -0.376 -4.504 -0.18 -0.06 -0.42
C 1.223 -6.983 0.729 -0.04 -0.50 -0.93
C 1.212 -5.566 1.305 -0.26 -0.39 0.24
C 0.306 -5.445 2.518 -0.01 -0.63 1.12
N 0.127 -4.056 3.120 1.16 1.06 -0.26
C -0.642 -3.149 2.146 -1.38 -0.66 0.73
C -1.151 -1.813 2.776 1.62 -0.13 -1.13
C -1.801 -1.995 4.127 -0.67 0.41 -0.60
C -0.879 -2.785 5.020 0.00 -0.55 0.77
C -0.572 -4.150 4.494 0.90 -0.40 -1.85
C 1.493 -3.427 3.367 -0.17 0.68 -0.87
H 1.491 -6.853 -0.321 0.24 -0.35 0.02
H 0.317 -7.591 0.701 -0.43 0.59 0.27
H 1.952 -7.652 1.183 0.19 0.32 0.12
H 0.953 -4.834 0.539 -0.11 -0.07 -0.05
H 2.261 -5.411 1.559 -0.12 0.41 0.22
H 0.660 -6.113 3.311 0.67 0.46 0.22
H -0.680 -5.912 2.444 -0.29 0.61 -0.86
H -1.488 -3.803 1.913 -0.30 0.21 -0.03
H -0.121 -3.062 1.195 0.49 0.34 0.34
H -1.755 -1.276 2.040 -0.44 -0.44 -0.04
H -0.316 -1.107 2.809 0.24 -0.17 0.38
H -2.773 -2.459 3.930 0.01 -0.43 0.48
H -2.046 -1.005 4.511 0.18 -0.08 0.31
H -1.235 -3.047 6.019 -0.37 0.76 0.09
H 0.060 -2.244 5.141 -0.07 0.12 0.19
H -1.435 -4.796 4.331 -0.11 0.09 0.23
H 0.200 -4.660 5.069 -0.44 -0.16 0.39
H 2.121 -3.611 2.498 0.19 -0.64 0.35
H 1.898 -3.709 4.334 0.12 -0.41 -0.26
H 1.466 -2.338 3.321 -0.63 -0.01 0.39
C 4.499 -1.810 4.737 0.61 0.68 1.28
C 4.481 -1.966 6.286 0.59 -0.27 -1.15
C 5.788 -2.643 6.758 -0.52 0.33 0.79
N 6.040 -2.590 8.275 0.40 1.05 0.52
C 5.003 -3.370 9.073 1.80 -1.21 0.92
C 5.331 -4.885 9.088 -2.01 0.08 -0.65
C 6.730 -5.360 9.325 0.89 0.86 -0.40
C 7.688 -4.536 8.420 0.35 -0.11 0.06
C 7.459 -3.049 8.660 -0.65 -0.51 0.29
C 6.035 -1.134 8.781 -1.56 -1.09 -0.34
H 5.458 -1.380 4.443 0.03 -0.28 -0.33
H 3.780 -1.005 4.586 -0.35 -0.46 -0.78
H 4.308 -2.766 4.254 -0.09 0.25 -0.35
H 3.562 -2.535 6.424 0.13 0.02 0.99
H 4.400 -0.939 6.636 -0.12 -0.24 0.56
H 6.617 -2.117 6.285 0.15 -0.06 0.15
H 5.829 -3.689 6.462 -0.01 0.00 0.06
H 3.979 -3.196 8.756 0.20 0.33 -0.26
H 5.143 -3.051 10.107 -0.21 0.44 -0.08
H 4.935 -5.285 8.149 0.25 -0.19 -0.14
H 4.671 -5.325 9.839 -0.06 0.12 0.05
H 6.759 -6.429 9.126 0.23 0.05 -0.09
H 7.003 -5.226 10.374 0.11 0.06 0.00
H 7.597 -4.810 7.367 -0.30 0.06 -0.05
H 8.744 -4.729 8.617 -0.05 -0.09 0.32
H 8.150 -2.310 8.257 0.05 -0.39 -0.63
H 7.519 -2.859 9.733 -0.16 -0.18 0.08
H 6.404 -1.045 9.800 0.58 -0.35 -0.24
H 4.970 -0.941 8.909 0.10 0.81 -0.55
H 6.573 -0.536 8.051 -0.18 0.27 0.20
C -4.836 9.762 1.972 -0.15 0.67 -1.61
C -5.215 8.350 2.370 -0.05 0.05 1.95
C -5.999 7.573 1.328 1.72 -0.17 1.30
N -6.049 6.072 1.686 -1.27 -0.45 -0.11
C -4.671 5.406 1.470 -0.37 0.84 -0.90
C -4.657 3.888 1.537 -0.15 0.23 0.90
C -5.719 3.230 0.682 -0.61 0.28 0.38
C -7.061 3.975 0.745 -0.69 0.17 -0.28
C -7.063 5.498 0.713 1.41 -0.81 -0.57
C -6.524 5.710 3.098 1.39 0.06 -0.09
H -3.974 9.781 1.298 0.43 -0.29 0.44
H -4.678 10.508 2.747 0.06 -0.47 0.35
H -5.549 10.232 1.285 -0.60 -0.18 0.36
H -5.854 8.311 3.260 -0.34 0.77 -0.10
H -4.359 7.867 2.851 0.41 -0.33 -0.90
H -5.491 7.604 0.365 -0.38 0.04 -0.19
H -6.974 8.056 1.350 -0.32 -0.69 -0.55
H -4.374 5.691 0.458 -0.01 0.32 0.04
H -4.022 5.909 2.183 0.17 -0.29 -0.04
H -3.676 3.491 1.275 0.16 0.36 0.06
H -4.813 3.653 2.591 0.09 -0.48 -0.07
H -5.422 3.091 -0.359 0.24 0.23 0.00
H -5.906 2.233 1.082 0.08 -0.10 -0.16
H -7.572 3.716 -0.184 -0.58 -0.28 0.39
H -7.655 3.704 1.617 -0.02 -0.54 -0.20
H -6.742 5.784 -0.291 0.08 0.42 0.11
H -8.051 5.920 0.883 0.10 0.02 0.27
H -5.818 6.120 3.821 -0.35 0.69 -0.08
H -6.321 4.653 3.249 -0.67 -0.10 -0.36
H -7.562 5.961 3.294 0.09 0.21 -0.18
C -6.509 -6.728 -0.601 -0.42 -0.90 1.29
C -5.643 -5.665 0.064 -0.04 1.67 -0.61
C -6.387 -4.317 0.226 -0.08 -0.44 -1.04
N -5.624 -3.185 0.938 -0.02 0.44 1.54
C -6.283 -1.834 0.605 0.46 -0.65 -0.87
C -5.881 -1.315 -0.812 0.17 -0.15 0.00
C -4.379 -1.372 -1.056 0.38 0.26 1.69
C -3.800 -2.729 -0.683 1.09 0.26 -1.15
C -4.118 -3.160 0.710 -0.69 -1.38 -1.36
C -5.758 -3.361 2.493 0.06 0.14 -2.70
H -5.905 -7.574 -0.927 0.15 0.18 -0.14
H -7.125 -6.403 -1.438 0.22 0.35 0.00
H -7.178 -7.166 0.144 -0.22 0.08 -0.11
H -4.876 -5.457 -0.687 0.51 -0.03 0.43
H -5.198 -5.875 1.037 0.03 -0.89 -0.19
H -7.378 -4.416 0.671 0.27 0.03 0.68
H -6.649 -4.028 -0.794 0.36 0.62 0.05
H -7.357 -1.993 0.698 -0.02 -0.10 -0.20
H -6.029 -1.169 1.430 0.39 0.22 -0.27
H -6.349 -1.850 -1.639 -0.61 -0.03 0.34
H -6.153 -0.260 -0.859 -0.45 -0.11 -0.09
H -4.006 -0.996 -2.006 -0.43 -0.19 -0.19
H -4.006 -0.660 -0.309 0.56 0.05 -0.10
H -4.003 -3.521 -1.408 -0.67 0.08 0.01
H -2.707 -2.699 -0.757 0.09 0.32 0.15
H -3.819 -4.209 0.746 0.05 0.06 0.54
H -3.531 -2.607 1.442 -0.74 0.33 0.28
H -5.375 -4.363 2.668 -0.38 0.01 0.54
H -6.819 -3.183 2.641 0.14 -0.28 0.84
H -5.082 -2.593 2.857 -0.38 -0.05 0.62
C -1.900 2.856 -4.103 -0.32 0.85 -0.81
C -2.867 3.962 -4.583 -1.62 -0.55 1.30
C -3.485 4.811 -3.425 1.67 -0.75 -0.08
N -3.901 6.212 -3.824 -1.18 0.68 1.61
C -2.656 7.030 -4.104 -0.06 0.48 -1.36
C -3.031 8.394 -4.722 0.19 0.00 1.58
C -3.817 8.275 -5.979 -1.96 -1.10 -1.05
C -5.162 7.485 -5.719 0.56 0.87 1.31
C -4.936 6.193 -4.959 1.36 -1.34 -1.25
C -4.579 6.823 -2.571 0.24 -1.23 -0.35
H -2.409 1.986 -3.694 -0.11 0.15 0.05
H -1.168 3.224 -3.387 0.22 -0.09 -0.22
H -1.453 2.553 -5.050 0.58 -0.30 0.36
H -3.704 3.398 -4.997 0.07 0.39 -0.75
H -2.410 4.626 -5.311 0.01 -0.24 -0.12
H -2.670 4.839 -2.694 0.12 1.03 0.00
H -4.220 4.294 -2.806 -0.76 0.13 -0.76
H -2.046 6.475 -4.815 -0.07 -0.10 0.05
H -2.093 7.112 -3.177 -0.17 0.05 0.07
H -2.147 9.021 -4.834 0.15 -0.24 -0.06
H -3.620 8.881 -3.940 -0.08 0.41 -0.23
H -3.259 7.778 -6.775 0.15 -0.08 0.07
H -4.167 9.211 -6.411 0.46 0.28 0.26
H -5.719 7.257 -6.625 0.16 -0.03 -0.06
H -5.808 8.120 -5.107 -0.06 0.23 -0.17
H -4.502 5.516 -5.699 0.16 -0.11 0.13
H -5.806 5.640 -4.607 -0.16 0.47 0.33
H -3.838 6.682 -1.786 -0.08 0.47 0.14
H -5.439 6.197 -2.336 0.03 -0.12 -0.15
H -4.959 7.836 -2.662 0.52 0.06 -0.39
C 4.238 -3.744 -3.132 1.42 -0.35 -0.50
C 3.044 -2.843 -3.288 -1.26 -0.33 -0.05
C 2.302 -3.231 -4.578 -0.51 0.60 0.03
N 0.867 -2.670 -4.698 0.97 -0.29 0.24
C 0.468 -2.912 -6.155 0.36 0.73 1.01
C -0.915 -2.369 -6.418 -0.15 -0.59 -0.54
C -1.955 -3.047 -5.525 0.08 -0.95 -0.14
C -1.509 -3.201 -4.075 -0.81 0.35 1.74
C -0.046 -3.510 -3.792 -0.63 0.23 -1.95
C 0.843 -1.189 -4.380 -1.11 -1.52 0.54
H 4.743 -3.763 -4.104 -0.05 -0.27 -0.12
H 4.085 -4.787 -2.855 -0.51 0.08 -0.05
H 5.054 -3.398 -2.496 -0.48 0.37 0.43
H 3.356 -1.799 -3.294 -0.10 0.03 -0.19
H 2.282 -2.916 -2.506 0.44 -0.09 0.49
H 2.101 -4.293 -4.716 0.61 -0.16 0.34
H 2.880 -2.896 -5.440 -0.22 0.11 -0.12
H 0.593 -3.979 -6.344 -0.31 -0.05 0.04
H 1.244 -2.404 -6.727 -0.19 0.09 -0.17
H -1.068 -2.674 -7.455 -0.45 0.36 -0.06
H -0.957 -1.283 -6.369 0.14 -0.01 -0.05
H -2.114 -4.045 -5.942 0.17 -0.13 0.06
H -2.954 -2.619 -5.594 0.19 0.43 0.08
H -2.046 -3.987 -3.530 -0.05 -0.58 -0.68
H -1.852 -2.413 -3.396 0.40 0.85 -0.61
H 0.116 -4.520 -4.170 0.33 -0.13 0.43
H 0.137 -3.422 -2.724 0.57 0.20 -0.18
H -0.186 -0.845 -4.445 0.11 0.12 -0.45
H 1.506 -0.707 -5.092 0.16 0.33 0.49
H 1.012 -1.158 -3.306 0.96 0.61 -0.23
```
Forces are in eV/Å.

=====

(3)
Formula: C21H17F10MnN3S2
Source: the OMol25 dataset
Level of theory: the ωB97M-V functional and the def2-TZVPD basis

Results
Energy   -3920.6128 a.u.
⟨S²⟩   0.800
Orbital gap (alpha / beta)   5.354 / 5.631 eV
Maximum force   2.811 eV Å⁻¹
HOMO (alpha / beta)   -7.29 / -7.42 eV
Multiplicity   2
Relative energy (zero: lowest compared OMol25 entry of this formula, charge and spin)   42.2 kJ/mol

Structure (XYZ):
```
54
Properties=species:S:1:pos:R:3:forces:R:3
Mn -0.012 0.477 -0.033 0.00 -1.18 2.55
C 0.427 2.809 -1.740 0.01 -0.02 -0.09
N 0.080 2.532 -0.333 -0.13 0.01 -0.04
C 1.125 3.060 0.562 0.20 -0.08 0.05
C 2.298 2.048 0.629 -0.07 0.02 -0.22
N 1.868 0.837 -0.031 -0.19 0.02 -0.03
C 2.699 0.079 -0.777 0.29 -0.30 -0.50
C 4.077 -0.127 -0.606 -0.24 0.07 0.02
F 4.723 0.485 0.398 0.05 0.00 0.04
C 4.783 -0.995 -1.418 -0.09 0.01 -0.08
F 6.080 -1.192 -1.199 0.11 -0.02 0.02
C 4.156 -1.684 -2.445 -0.05 0.08 0.03
F 4.853 -2.524 -3.212 0.02 -0.06 -0.03
C 2.802 -1.488 -2.669 0.12 0.00 -0.04
F 2.190 -2.112 -3.671 -0.05 -0.03 -0.05
C 2.121 -0.623 -1.849 0.03 0.27 0.47
F 0.810 -0.323 -2.083 -0.07 -0.14 -0.52
C -1.273 3.028 -0.034 -0.21 -0.09 -0.05
C -2.257 2.106 -0.729 -0.11 -0.04 0.20
N -1.893 0.728 -0.382 0.76 0.47 -0.55
C -2.888 -0.208 -0.611 -0.47 -0.51 -0.05
C -3.305 -1.118 0.377 0.08 0.42 -0.18
F -2.781 -1.037 1.599 0.19 -0.07 0.20
C -4.294 -2.058 0.172 -0.04 -0.01 -0.10
F -4.652 -2.873 1.165 -0.02 -0.05 0.05
C -4.950 -2.124 -1.044 0.11 0.10 0.03
F -5.921 -3.013 -1.248 -0.04 -0.06 0.00
C -4.591 -1.237 -2.039 -0.09 -0.03 -0.01
F -5.201 -1.289 -3.224 -0.02 0.00 -0.07
C -3.588 -0.310 -1.822 0.31 -0.05 0.21
F -3.243 0.477 -2.853 0.02 0.05 -0.06
H 0.157 3.836 -2.005 0.05 0.02 0.04
H -0.100 2.127 -2.407 -0.02 0.01 0.01
H 1.496 2.676 -1.888 -0.01 -0.07 0.02
H 0.695 3.190 1.553 -0.06 0.01 -0.02
H 1.472 4.034 0.205 -0.07 0.06 0.04
H 2.539 1.851 1.680 -0.03 0.04 0.03
H 3.189 2.458 0.149 0.02 0.00 0.02
H -1.400 4.063 -0.369 0.04 0.04 0.06
H -1.425 2.976 1.045 0.04 -0.01 0.00
H -2.252 2.290 -1.807 -0.04 0.03 -0.02
H -3.266 2.328 -0.366 -0.02 0.05 -0.06
C 0.362 -1.195 4.304 -0.06 -0.11 -0.06
C 0.263 -1.002 2.816 -0.07 0.57 -0.07
S -0.052 0.595 2.288 -0.01 -0.32 -1.02
C 0.362 -2.043 1.929 0.04 -0.06 -0.61
C 0.573 -3.470 2.354 -0.08 0.07 0.09
S 0.139 -1.781 0.256 -0.23 1.01 0.16
H 0.299 -0.238 4.815 0.00 -0.02 0.05
H 1.306 -1.673 4.570 0.01 0.02 0.02
H -0.448 -1.838 4.655 0.02 0.01 0.05
H 1.097 -3.532 3.307 0.01 -0.04 -0.02
H 1.141 -4.009 1.598 0.02 -0.03 0.03
H -0.392 -3.972 2.464 0.03 -0.03 0.04
```
Forces are in eV/Å.